1.
C43H32N5O3RbSSb as an isolated structure. Source: the Open Molecules 2025 dataset; level of theory: ωB97M-V with the def2-TZVPD basis set.

Frontier orbital gap, hartree: 0.2629
DFT total energy, a.u.: -2819.9582
Net charge: -1
E_HOMO, Eh: -0.1947
Energy above the lowest of the compared OMol25 structures with the same formula, charge and spin, kcal per mole: 24.4

Last column: Mulliken charge in e.
Atoms and positions in Å:
Rb: -0.321 -0.710 0.023  1.33
O: -6.827 1.081 -3.741  -0.72
C: -6.680 1.444 -2.572  0.53
O: -7.437 2.022 -1.792  -0.72
C: -5.252 1.132 -1.978  -0.01
C: -4.169 1.046 -2.836  -1.02
C: -2.897 0.872 -2.297  0.60
N: -2.692 0.664 -0.998  0.06
C: -3.738 0.680 -0.179  0.68
C: -5.028 0.970 -0.621  -1.00
C: -3.463 0.424 1.249  0.33
C: -4.246 -0.469 1.982  -0.80
C: -3.966 -0.652 3.323  -0.54
C: -2.936 0.078 3.894  -0.56
C: -2.201 0.923 3.079  -0.14
N: -2.444 1.090 1.791  -0.34
C: -1.720 0.894 -3.174  0.11
C: -1.675 1.798 -4.242  -0.90
C: -0.613 1.750 -5.120  -0.46
C: 0.394 0.820 -4.895  -0.68
C: 0.286 0.002 -3.783  -0.30
N: -0.736 0.025 -2.944  0.11
H: -4.349 1.100 -3.899  0.68
H: -5.846 1.091 0.071  0.57
H: -5.035 -1.022 1.495  0.49
H: -4.534 -1.357 3.912  0.43
H: -2.701 -0.017 4.942  0.39
H: -1.375 1.503 3.476  0.42
H: -2.470 2.517 -4.359  0.54
H: -0.561 2.421 -5.964  0.42
H: 1.237 0.733 -5.565  0.40
H: 1.062 -0.719 -3.556  0.41
O: 1.434 -1.333 1.613  -0.32
C: 2.344 -0.823 2.371  -0.21
C: 2.631 -1.360 3.650  -0.10
C: 3.658 -0.900 4.437  -0.65
C: 4.463 0.144 3.998  -0.98
C: 4.173 0.741 2.792  -0.96
C: 3.122 0.311 1.982  0.73
C: 2.833 1.091 0.791  0.13
N: 2.319 0.704 -0.358  -0.31
C: 2.245 1.811 -1.148  -0.23
C: 2.721 2.897 -0.478  -0.78
N: 3.097 2.433 0.752  -0.01
H: 2.001 -2.173 3.991  0.51
H: 3.849 -1.362 5.395  0.44
H: 5.294 0.503 4.589  0.37
H: 4.803 1.549 2.441  0.50
H: 1.871 1.753 -2.153  0.35
H: 2.818 3.923 -0.765  0.44
H: 3.449 2.992 1.510  0.23
S: -1.193 -2.931 2.360  -0.56
Sb: 0.739 -3.814 1.568  1.73
C: 0.348 -5.894 2.066  0.23
C: -0.797 -6.223 2.774  -0.60
C: -1.067 -7.540 3.105  -0.56
C: -0.185 -8.542 2.740  -0.45
C: 0.951 -8.222 2.015  -0.79
C: 1.211 -6.905 1.674  -0.18
C: 2.885 -3.890 1.985  0.15
C: 3.375 -4.730 2.968  -0.73
C: 4.726 -4.728 3.278  -0.72
C: 5.585 -3.866 2.621  -0.55
C: 5.096 -3.023 1.640  -0.75
C: 3.752 -3.042 1.315  -0.47
C: 0.785 -4.252 -0.550  0.89
C: -0.393 -4.297 -1.280  -0.87
C: -0.399 -4.817 -2.565  -0.59
C: 0.770 -5.312 -3.119  -0.46
C: 1.947 -5.276 -2.391  -0.86
C: 1.950 -4.747 -1.112  -0.39
H: -1.484 -5.435 3.060  0.30
H: -1.966 -7.786 3.652  0.40
H: -0.379 -9.570 3.013  0.37
H: 1.637 -9.003 1.717  0.38
H: 2.096 -6.662 1.096  0.34
H: 2.707 -5.394 3.504  0.47
H: 5.099 -5.380 4.057  0.38
H: 6.635 -3.836 2.876  0.39
H: 5.757 -2.330 1.137  0.40
H: 3.379 -2.374 0.551  0.68
H: -1.325 -3.954 -0.836  0.43
H: -1.322 -4.858 -3.127  0.44
H: 0.763 -5.728 -4.115  0.40
H: 2.867 -5.668 -2.805  0.41
H: 2.872 -4.726 -0.545  0.27

Cartesian forces, eV/Å:
Rb -0.89 0.53 -0.87
O -0.04 -0.20 -0.72
C 0.88 -0.21 0.40
O -0.49 0.29 0.59
C -0.58 0.14 -0.29
C 0.28 -0.01 0.28
C -0.75 -0.04 0.21
N 0.26 -0.04 0.01
C -0.39 0.22 -0.53
C 0.25 -0.11 -0.04
C -0.14 -0.15 0.38
C 0.11 0.11 -0.11
C 0.10 0.13 0.04
C -0.10 -0.08 -0.02
C 0.05 -0.02 0.32
N 0.13 0.09 -0.33
C 0.31 0.15 -0.51
C -0.03 -0.14 0.11
C 0.16 -0.11 0.04
C -0.08 0.06 -0.03
C 0.33 -0.05 -0.23
N -0.22 -0.04 0.27
H -0.01 0.08 -0.09
H -0.16 -0.02 0.07
H -0.07 0.00 -0.06
H -0.07 -0.04 0.05
H 0.10 -0.03 0.10
H 0.05 -0.04 0.09
H -0.08 0.03 -0.04
H -0.02 0.07 -0.05
H 0.08 -0.01 0.01
H 0.10 -0.06 -0.01
O 0.61 -0.53 0.42
C 0.26 0.31 0.14
C -0.23 -0.06 0.08
C 0.01 -0.02 0.00
C 0.22 0.14 0.16
C 0.01 -0.01 -0.04
C -0.02 -0.29 0.34
C -0.08 0.12 -0.25
N -0.07 -0.56 0.19
C 0.15 0.35 -0.04
C -0.07 0.07 -0.34
N -0.01 -0.02 0.03
H 0.01 0.04 0.03
H 0.00 -0.07 0.11
H 0.04 -0.04 0.07
H 0.03 0.05 0.02
H -0.10 0.08 -0.13
H 0.02 0.20 -0.01
H -0.08 -0.14 -0.01
S 0.02 0.22 -0.05
Sb 0.60 -0.76 -0.08
C 0.15 0.40 0.00
C -0.14 0.16 0.10
C -0.04 -0.14 0.06
C -0.04 -0.09 0.02
C 0.17 -0.15 -0.09
C 0.13 0.00 -0.09
C -0.78 0.07 -0.03
C -0.23 -0.22 0.12
C 0.12 -0.01 0.18
C 0.10 -0.02 0.09
C 0.01 0.04 -0.17
C 0.06 0.02 -0.29
C -0.05 0.33 0.49
C -0.33 0.14 0.14
C -0.07 -0.04 -0.05
C -0.01 0.01 -0.08
C 0.10 -0.04 -0.01
C 0.30 0.10 0.13
H 0.03 -0.01 0.01
H -0.08 -0.01 0.07
H -0.03 -0.04 -0.01
H 0.06 -0.05 -0.04
H 0.06 -0.06 0.01
H -0.01 0.00 0.00
H 0.01 -0.04 0.00
H 0.07 -0.04 0.05
H 0.03 0.02 -0.06
H -0.05 0.10 -0.03
H 0.06 0.03 0.00
H -0.04 0.04 -0.01
H -0.01 -0.04 -0.10
H 0.00 0.00 -0.06
H 0.05 -0.02 -0.02

---

2.
C43H33BrMoN12O5S2 as an isolated structure. Source: the Open Molecules 2025 dataset; level of theory: ωB97M-V with the def2-TZVPD basis set.

<S²>: 2.05
Frontier orbital gap (alpha / beta), hartree: 0.1974 / 0.2122
DFT total energy, a.u.: -6130.1922
Spin multiplicity: 3
E_HOMO (alpha / beta), Eh: -0.2422 / -0.2737
Energy above the lowest of the compared OMol25 structures with the same formula, charge and spin, kcal per mole: 21.0

Last column: Mulliken spin population.
Atoms and positions in Å:
Mo: -1.549 0.202 -1.225  0.81
C: -2.385 -2.921 -4.379  0.00
C: -2.011 -2.184 -3.140  0.03
N: -2.528 -1.054 -2.793  -0.06
N: -3.500 -0.548 -3.610  0.01
C: -4.238 0.339 -3.004  0.01
N: -5.278 0.865 -3.689  0.00
S: -4.013 0.826 -1.364  -0.03
C: -1.022 -2.724 -2.204  0.01
C: -0.367 -3.927 -2.418  0.00
C: 0.486 -4.417 -1.441  0.00
C: 0.634 -3.702 -0.268  0.03
C: -0.034 -2.495 -0.134  -0.03
N: -0.822 -2.000 -1.085  0.00
H: -3.311 -2.523 -4.780  0.00
H: -2.491 -3.988 -4.188  0.00
H: -1.593 -2.775 -5.120  0.00
H: -5.326 0.665 -4.674  0.00
H: -5.658 1.738 -3.369  0.00
H: -0.519 -4.463 -3.342  0.00
H: 1.019 -5.346 -1.597  0.00
H: 1.274 -4.045 0.532  0.00
H: 0.068 -1.894 0.760  -0.01
Br: 2.760 1.688 6.177  0.00
C: 0.926 1.221 6.177  0.00
C: 0.031 1.955 6.938  0.00
C: -1.311 1.606 6.935  0.00
C: -1.754 0.562 6.138  0.00
C: -0.842 -0.187 5.403  0.00
C: 0.502 0.137 5.423  0.00
N: -3.140 0.170 6.200  0.00
N: -3.812 0.057 5.167  0.00
C: -3.289 0.506 3.909  0.00
C: -2.907 1.806 3.692  0.00
C: -2.473 2.252 2.436  0.00
C: -2.362 1.362 1.388  -0.01
O: -1.931 1.691 0.192  -0.01
C: -2.744 0.014 1.607  0.03
N: -2.582 -0.820 0.543  -0.01
C: -3.072 -2.037 0.625  0.00
C: -3.681 -2.531 1.790  0.00
C: -3.757 -1.740 2.903  0.00
C: -3.282 -0.412 2.832  0.00
H: 0.381 2.785 7.535  0.00
H: -2.024 2.154 7.538  0.00
H: -1.187 -1.028 4.814  0.00
H: 1.216 -0.444 4.856  0.00
H: -2.955 2.510 4.514  0.00
H: -2.205 3.288 2.281  0.00
H: -2.986 -2.664 -0.251  0.00
H: -4.068 -3.540 1.791  0.00
H: -4.197 -2.103 3.822  0.00
S: 0.350 0.583 0.180  0.11
C: 1.610 -0.175 -0.769  -0.07
N: 2.846 -0.415 -0.282  0.48
N: 3.047 -0.039 0.972  0.18
C: 4.252 -0.282 1.625  -0.07
C: 5.311 -0.918 0.983  0.07
C: 6.489 -1.135 1.680  -0.03
C: 6.624 -0.730 3.001  0.06
C: 5.562 -0.092 3.630  -0.04
C: 4.380 0.135 2.949  0.06
N: 1.377 -0.468 -2.020  0.32
N: 0.156 -0.148 -2.502  0.09
C: 0.115 -0.412 -3.902  -0.06
C: 0.964 -1.385 -4.450  0.04
C: 0.941 -1.667 -5.806  -0.01
C: 0.077 -0.992 -6.656  0.02
C: -0.763 -0.026 -6.120  -0.01
C: -0.751 0.265 -4.765  0.05
H: 2.290 0.376 1.507  -0.04
H: 5.200 -1.221 -0.047  0.01
H: 7.315 -1.623 1.179  0.00
H: 7.549 -0.902 3.534  0.00
H: 5.656 0.239 4.656  0.00
H: 3.558 0.648 3.435  0.01
H: 1.653 -1.901 -3.799  0.01
H: 1.614 -2.420 -6.199  0.00
H: 0.065 -1.207 -7.716  0.00
H: -1.440 0.524 -6.761  0.00
H: -1.425 1.020 -4.392  0.00
O: -1.099 3.502 -3.706  0.00
C: -0.824 2.824 -2.744  0.01
O: -1.590 1.806 -2.396  0.03
C: 0.426 3.089 -1.953  -0.01
C: 1.649 2.712 -2.499  0.00
C: 2.816 2.906 -1.785  -0.01
C: 2.737 3.517 -0.545  0.01
C: 1.539 3.945 -0.005  -0.02
C: 0.373 3.711 -0.713  0.02
N: 3.973 3.709 0.234  0.00
O: 5.006 3.274 -0.232  0.00
O: 3.879 4.253 1.317  0.00
H: 1.678 2.240 -3.473  0.00
H: 3.775 2.589 -2.165  0.00
H: 1.530 4.419 0.965  0.00
H: -0.584 3.983 -0.290  0.01

Cartesian forces, eV/Å:
Mo 0.13 -0.55 -0.01
C -0.03 0.01 0.01
C 0.00 0.00 0.09
N 0.16 0.18 0.15
N 0.01 0.00 -0.11
C -0.01 0.06 0.07
N 0.00 0.02 0.02
S 0.03 -0.02 -0.10
C -0.03 -0.04 0.00
C 0.00 0.01 0.01
C -0.02 0.07 0.05
C -0.02 -0.01 -0.07
C 0.07 -0.04 -0.02
N -0.07 -0.04 -0.01
H 0.02 -0.01 -0.01
H 0.00 -0.01 0.01
H 0.00 0.00 -0.01
H 0.01 0.00 0.00
H -0.01 -0.01 0.00
H -0.01 0.00 -0.01
H 0.00 -0.01 0.01
H 0.01 0.00 0.01
H -0.01 0.00 -0.01
Br -0.02 0.02 0.03
C 0.00 0.00 0.01
C 0.03 -0.01 -0.02
C -0.08 0.00 -0.01
C 0.04 0.01 -0.01
C -0.06 -0.03 -0.02
C 0.02 0.02 0.01
N 0.04 -0.08 -0.02
N -0.01 0.11 0.05
C 0.01 -0.04 -0.08
C -0.03 0.03 0.05
C 0.01 -0.02 0.00
C 0.09 0.00 0.01
O -0.12 0.02 -0.05
C 0.03 0.02 0.01
N -0.12 0.12 -0.04
C 0.04 0.00 -0.06
C 0.00 0.01 0.04
C 0.02 0.01 -0.04
C 0.00 -0.06 0.08
H 0.00 0.01 0.01
H 0.00 0.01 0.01
H 0.02 -0.01 0.00
H 0.01 0.00 0.00
H 0.01 0.00 -0.02
H 0.01 0.01 0.01
H 0.00 0.01 0.02
H -0.01 -0.01 -0.01
H 0.00 0.00 0.01
S 0.08 -0.13 -0.10
C -0.03 0.10 0.24
N -0.04 0.01 -0.07
N -0.04 -0.06 0.03
C 0.03 0.02 -0.03
C 0.01 0.00 -0.01
C -0.01 0.01 0.02
C 0.01 -0.01 -0.01
C 0.00 0.01 -0.01
C -0.03 -0.01 -0.01
N 0.05 -0.01 -0.14
N 0.01 0.12 0.09
C -0.05 -0.07 -0.10
C -0.01 -0.02 0.03
C 0.00 0.01 0.00
C 0.00 0.01 0.03
C 0.00 -0.02 -0.01
C -0.02 0.01 0.03
H 0.03 0.04 -0.01
H 0.00 0.00 -0.01
H 0.01 -0.01 0.00
H 0.01 0.00 0.00
H -0.01 0.00 0.01
H 0.01 0.00 0.00
H 0.02 0.00 0.00
H 0.00 0.00 -0.01
H 0.00 0.00 -0.02
H 0.00 0.00 -0.01
H 0.03 -0.01 -0.01
O 0.02 0.05 0.02
C -0.02 -0.11 -0.18
O -0.16 0.31 0.11
C 0.01 -0.04 0.04
C -0.09 -0.01 0.01
C 0.06 0.02 0.04
C -0.01 0.03 -0.08
C -0.07 0.00 0.05
C -0.02 0.10 -0.02
N -0.07 -0.27 0.10
O 0.05 0.10 -0.04
O 0.03 0.08 -0.02
H 0.01 -0.01 0.01
H 0.00 -0.01 -0.01
H 0.00 0.01 -0.01
H 0.01 0.01 0.00

---

The highest DFT total energy belongs to which entry? C43H32N5O3RbSSb

---

Which of these has the lowest energy above the lowest of the compared OMol25 structures with the same formula, charge and spin? C43H33BrMoN12O5S2